49
Properties=species:S:1:pos:R:3 method="wB97M-V/def2-TZVPD" e_lumo_ev=-0.1 homo_lumo_gap_ev=9.32 smiles="Cc1cc(C)n(C(=O)[C@@H]2CC(=O)N(c3cc(C)c(S(N)(=O)=O)c(C)c3Cl)C2)n1" spin_multiplicity=1 charge=0
Cl -0.396 1.495 -1.032
S -4.977 -1.270 -2.945
O 3.230 0.799 -0.026
O -5.911 -2.495 -2.859
O -5.828 -0.100 -2.757
O 1.850 -2.102 -2.012
N 2.921 1.477 2.174
N -4.562 -1.089 -4.573
N 0.418 -1.168 -0.378
N 2.777 1.154 3.430
C 3.002 2.158 4.253
C 0.510 -0.852 1.050
C 2.129 -0.904 1.300
C 3.962 3.713 1.012
C 2.729 -1.894 0.194
C -3.138 -3.736 -2.495
C -1.423 0.137 -1.320
C -3.319 -1.136 -2.190
C -0.782 -1.075 -1.085
C 3.375 2.722 2.086
C -2.667 -2.368 -2.013
C -3.488 1.458 -1.959
C 2.849 0.522 1.163
C -2.759 0.137 -1.828
C 3.003 2.023 5.770
C 1.648 -1.674 -0.874
C -1.414 -2.250 -1.437
C 3.320 3.181 3.385
H 2.338 -1.334 2.245
H 2.274 1.336 6.022
H 3.860 -1.832 -0.094
H -2.296 -4.416 -2.566
H -0.922 -3.127 -1.160
H -3.806 -4.218 -1.743
H 3.286 4.632 1.003
H -4.204 1.501 -1.153
H 0.130 -1.763 1.585
H 4.034 1.839 6.133
H 2.582 -2.846 0.565
H -5.281 -0.425 -4.787
H -3.679 -0.610 -4.494
H 3.599 4.203 3.611
H -4.011 1.441 -2.944
H 5.023 3.936 1.322
H -3.079 2.414 -1.797
H 2.765 2.896 6.293
H -3.727 -3.783 -3.398
H 0.034 0.105 1.319
H 4.026 3.187 0.001